No. 1
67
Properties=species:S:1:pos:R:3 method="wB97M-V/def2-TZVPD" e_above_lowest_ev=0.0000 e_homo_ev=-4.5 charge=-1 e_lumo_ev=2.7 homo_lumo_gap_ev=7.11
O -1.027 -0.041 -0.036
V 0.463 -0.037 0.585
O 1.421 -0.384 -0.675
C 1.094 0.441 3.078
O -0.119 0.471 2.596
O 1.411 0.737 4.248
O 1.999 0.067 2.198
C -5.817 -2.529 0.192
C -4.403 -2.034 0.508
C -4.381 -0.526 0.690
O -4.007 -2.714 1.689
H -6.513 -2.209 0.973
H -5.819 -3.616 0.124
H -6.230 -2.081 -0.714
H -3.780 -2.300 -0.353
H -3.357 -0.168 0.776
H -4.988 -0.217 1.547
H -4.895 -0.040 -0.145
H -3.198 -2.282 1.994
C -1.140 -3.888 -0.140
C 0.219 -3.612 0.494
C 1.360 -3.644 -0.498
O 0.235 -2.287 1.069
H -1.361 -3.114 -0.875
H -1.910 -3.976 0.628
H -1.141 -4.843 -0.674
H 0.384 -4.296 1.332
H 1.225 -2.977 -1.345
H 1.545 -4.667 -0.844
H 2.278 -3.392 0.040
H -0.323 -2.310 1.857
C -3.242 2.745 1.296
C -2.627 3.747 0.333
C -1.658 4.765 0.931
O -1.858 3.045 -0.662
H -2.549 1.909 1.414
H -4.176 2.346 0.886
H -3.523 3.115 2.282
H -3.423 4.296 -0.184
H -1.379 5.461 0.140
H -0.772 4.240 1.289
H -2.124 5.307 1.753
H -2.355 2.276 -0.968
C 5.048 -0.763 -0.574
C 4.852 -1.911 -1.533
C 3.930 -1.548 -2.686
O 6.159 -2.253 -2.045
H 5.357 0.161 -1.073
H 5.891 -0.993 0.084
H 4.178 -0.518 0.031
H 4.483 -2.783 -0.981
H 4.310 -0.675 -3.222
H 2.959 -1.251 -2.279
H 3.839 -2.356 -3.416
H 6.054 -2.996 -2.645
C 3.069 2.322 -0.357
C 1.780 3.107 -0.293
C 1.567 4.009 -1.524
O 0.678 2.206 -0.209
H 3.926 2.995 -0.368
H 3.093 1.655 -1.220
H 3.132 1.668 0.518
H 1.778 3.728 0.612
H 2.455 4.625 -1.685
H 0.746 4.691 -1.293
H 1.347 3.413 -2.406
H -0.169 2.687 -0.264

***

No. 2
70
Properties=species:S:1:pos:R:3 method="wB97M-V/def2-TZVPD" e_homo_ev=-8.3 charge=0 e_lumo_ev=0.0 homo_lumo_gap_ev=8.34
C -4.120 -2.254 -1.157
S -2.395 -1.544 -1.386
O -2.432 -0.322 -2.289
C -2.152 -0.679 0.220
H -4.044 -2.881 -0.269
H -4.468 -2.874 -1.984
H -4.678 -1.371 -0.845
H -1.284 -0.021 0.178
H -2.045 -1.357 1.067
H -3.106 -0.188 0.414
C 1.368 -7.497 -2.656
S 0.658 -9.021 -3.390
O 0.859 -10.210 -2.400
C -1.087 -8.544 -3.306
H 2.292 -7.105 -3.081
H 1.276 -7.423 -1.572
H 0.787 -6.591 -2.828
H -1.590 -9.210 -4.007
H -1.177 -7.472 -3.479
H -1.575 -8.789 -2.363
C 0.348 2.577 -9.698
S 0.053 4.253 -10.478
O -1.411 4.594 -10.231
C 1.136 5.275 -9.346
H -0.474 1.875 -9.840
H 0.253 2.806 -8.637
H 1.292 2.102 -9.968
H 0.702 5.213 -8.348
H 1.255 6.329 -9.594
H 2.099 4.764 -9.330
C 0.227 -7.446 4.920
S 0.173 -5.755 5.649
O -1.046 -5.717 6.551
C 1.415 -5.721 6.953
H 1.112 -7.533 4.289
H -0.717 -7.675 4.425
H 0.132 -8.012 5.846
H 1.359 -6.690 7.450
H 1.066 -5.068 7.753
H 2.341 -5.368 6.499
C -5.310 2.748 8.337
S -4.701 0.975 8.227
O -3.735 0.881 7.075
C -3.657 0.905 9.748
H -5.944 3.164 7.553
H -4.423 3.346 8.129
H -5.658 3.077 9.316
H -2.902 0.144 9.549
H -4.293 0.796 10.627
H -3.085 1.830 9.814
C 3.018 6.740 2.722
S 1.562 6.422 3.846
O 1.432 7.774 4.541
C 0.240 6.209 2.520
H 3.259 5.983 1.975
H 3.824 6.873 3.443
H 2.732 7.721 2.343
H -0.660 5.926 3.065
H 0.424 5.578 1.650
H 0.093 7.171 2.029
N 4.197 2.520 -4.695
C 3.585 3.580 -4.015
C 4.280 4.705 -4.138
C 5.399 4.447 -4.964
C 5.405 3.009 -5.194
H 3.858 1.580 -4.847
H 2.602 3.397 -3.606
H 3.919 5.619 -3.690
H 6.074 5.143 -5.439
H 6.063 2.287 -5.654

***

No. 3
70
Properties=species:S:1:pos:R:3 method="wB97M-V/def2-TZVPD" e_homo_ev=-7.6 charge=0 e_lumo_ev=-0.2 homo_lumo_gap_ev=7.32
In 8.700 7.487 10.569
I 12.789 5.904 9.875
I 7.105 9.210 9.087
I 6.669 5.773 11.253
C 13.723 8.939 12.465
O 12.338 8.993 12.068
C 12.086 9.955 11.069
C 10.585 10.008 10.738
N 10.432 8.713 9.970
C 10.597 8.776 8.498
C 10.569 7.388 7.800
O 9.789 6.393 8.541
C 9.936 4.965 8.090
H 14.415 8.753 11.683
H 13.883 8.151 13.198
H 13.947 9.905 12.893
H 12.656 9.746 10.205
H 12.332 11.016 11.529
H 10.402 10.802 10.060
H 10.015 9.996 11.630
H 11.176 8.114 10.248
H 11.644 9.100 8.302
H 9.838 9.454 8.150
H 11.633 7.081 7.652
H 10.086 7.604 6.842
H 9.110 4.571 8.637
H 10.846 4.456 8.417
H 9.908 4.947 7.021
C 7.127 9.643 13.267
O 8.233 8.853 12.942
C 8.719 8.085 14.009
C 10.068 7.517 13.533
N 10.155 6.688 12.316
C 10.062 5.200 12.536
C 11.326 4.619 13.312
O 11.869 3.505 12.823
C 13.273 3.496 13.040
H 7.176 10.530 12.583
H 7.083 10.004 14.301
H 6.217 9.115 12.975
H 8.027 7.233 14.345
H 8.783 8.689 14.870
H 10.433 6.889 14.381
H 10.792 8.355 13.305
H 11.067 6.819 11.776
H 9.970 4.797 11.548
H 9.131 4.885 13.025
H 10.968 4.535 14.359
H 11.999 5.521 13.264
H 13.727 2.653 12.548
H 13.517 3.471 14.124
H 13.632 4.490 12.608
C 5.181 3.682 7.725
O 4.153 4.245 8.521
H 4.817 2.873 7.102
H 5.503 4.520 7.043
H 6.029 3.449 8.319
H 3.849 3.572 9.139
C 5.397 7.944 5.484
C 6.850 7.562 5.232
C 7.644 8.596 4.350
O 7.708 7.373 6.335
H 4.679 7.101 5.644
H 5.050 8.598 4.619
H 5.297 8.616 6.305
H 6.941 6.618 4.715
H 7.044 8.804 3.510
H 8.552 8.053 4.027
H 7.906 9.538 4.913
H 7.208 7.027 7.061

***

No. 4
76
Properties=species:S:1:pos:R:3 method="wB97M-V/def2-TZVPD" e_homo_ev=-11.8 charge=+1 e_lumo_ev=-4.0 homo_lumo_gap_ev=7.81
C -5.368 0.963 0.169
N -5.458 2.454 0.034
C -4.325 3.100 -0.355
N -3.937 3.067 -1.594
C -4.579 2.359 -2.694
C -4.063 0.914 -2.807
N -2.835 0.662 -2.953
N -3.602 3.841 0.607
N -3.699 5.249 0.366
P -1.958 3.311 0.911
O -1.365 2.668 -0.477
I -2.238 1.422 2.463
H -5.729 0.519 -0.755
H -4.355 0.600 0.316
H -6.021 0.605 0.955
H -5.636 2.814 0.967
H -3.104 3.594 -1.816
H -5.657 2.352 -2.546
H -4.338 2.866 -3.624
H -4.747 0.075 -2.719
H -2.302 1.535 -2.985
H -2.922 5.602 -0.182
H -3.713 5.731 1.254
H -0.446 2.407 -0.313
O 1.426 -2.897 -4.260
P 0.202 -3.596 -3.817
O 0.189 -3.548 -2.198
C 0.026 -2.295 -1.539
C -1.427 -1.853 -1.504
O 0.586 -5.164 -4.042
C 1.632 -5.553 -4.939
C 2.900 -5.873 -4.178
O -1.382 -3.894 -3.983
C -1.944 -3.966 -5.321
C -1.920 -5.384 -5.860
H 0.650 -1.536 -2.022
H 0.396 -2.429 -0.523
H -1.787 -1.619 -2.503
H -1.543 -0.960 -0.884
H -2.059 -2.649 -1.108
H 1.808 -4.785 -5.692
H 1.285 -6.446 -5.463
H 3.208 -5.034 -3.554
H 3.712 -6.116 -4.864
H 2.738 -6.723 -3.514
H -1.420 -3.282 -5.992
H -2.974 -3.622 -5.238
H -0.930 -5.649 -6.225
H -2.614 -5.482 -6.695
H -2.188 -6.098 -5.083
O 2.712 3.228 3.550
P 3.150 2.029 4.301
O 2.059 1.774 5.469
C 0.733 1.396 5.105
C 0.655 -0.086 4.767
O 4.384 2.601 5.198
C 5.076 3.800 4.837
C 4.594 4.969 5.669
O 3.750 0.528 4.308
C 4.776 0.173 3.340
C 6.169 0.414 3.891
H 0.386 2.004 4.264
H 0.092 1.612 5.959
H 1.215 -0.304 3.856
H -0.380 -0.397 4.613
H 1.090 -0.685 5.565
H 4.976 4.006 3.772
H 6.137 3.625 5.033
H 3.516 5.096 5.582
H 5.083 5.893 5.358
H 4.813 4.797 6.724
H 4.624 0.717 2.405
H 4.643 -0.887 3.130
H 6.436 1.469 3.838
H 6.905 -0.139 3.309
H 6.230 0.111 4.934

***

No. 5
75
Properties=species:S:1:pos:R:3 method="wB97M-V/def2-TZVPD" e_homo_ev="-16.6 / -16.7" multiplicity=5 charge=+3 e_lumo_ev="-8.9 / -11.0" s2=6.0119 homo_lumo_gap_ev="7.78 / 5.67"
Pd 0.037 1.132 1.378
N -1.865 1.962 1.962
N -2.654 0.844 2.304
C -2.467 -0.382 1.651
O -3.245 -1.286 1.855
O -1.414 -0.451 0.881
H -1.707 2.508 2.807
H -2.339 2.552 1.282
H -3.545 1.009 2.750
C -3.935 1.794 -3.648
N -2.503 1.756 -4.218
C -2.194 0.297 -4.604
N -2.371 -0.566 -3.492
C -3.736 -0.468 -2.978
N -4.061 0.893 -2.562
C -3.311 1.308 -1.379
P -1.472 1.305 -1.646
C -1.504 2.288 -3.227
C -1.371 -0.365 -2.443
H -4.589 1.507 -4.472
H -4.131 2.826 -3.356
H -2.471 2.331 -5.063
H -1.171 0.280 -4.981
H -2.891 0.051 -5.406
H -3.848 -1.140 -2.129
H -4.432 -0.773 -3.761
H -3.552 0.628 -0.560
H -3.637 2.310 -1.085
H -0.524 2.270 -3.707
H -1.762 3.330 -3.031
H -1.515 -1.114 -1.662
H -0.372 -0.505 -2.864
O 1.081 1.468 6.035
N 0.086 1.683 5.454
O -0.244 1.527 4.310
C 4.522 -2.163 0.512
Si 3.139 -1.873 -0.679
C 3.395 -0.534 -1.951
C 2.222 -3.350 -1.318
As 1.294 -0.735 0.678
Si 0.169 -2.989 2.425
C -1.094 -3.665 1.287
C 1.770 -3.882 2.595
C -0.301 -1.938 3.854
Si 2.124 2.378 1.335
C 1.808 3.347 2.887
C 1.770 3.291 -0.246
C 3.770 1.531 1.364
H 5.424 -2.343 -0.085
H 4.365 -3.039 1.139
H 4.731 -1.297 1.138
H 3.672 -1.028 -2.888
H 4.202 0.147 -1.685
H 2.496 0.050 -2.158
H 2.865 -3.861 -2.042
H 1.306 -3.074 -1.841
H 1.987 -4.074 -0.539
H -0.714 -3.832 0.278
H -1.984 -3.035 1.268
H -1.359 -4.654 1.687
H 2.112 -4.367 1.682
H 1.575 -4.684 3.320
H 2.563 -3.266 3.018
H -1.244 -1.413 3.723
H 0.491 -1.243 4.139
H -0.416 -2.638 4.693
H 0.817 3.789 2.976
H 2.525 4.176 2.809
H 2.051 2.795 3.792
H 0.734 3.619 -0.342
H 2.040 2.701 -1.121
H 2.395 4.191 -0.236
H 3.854 0.813 2.181
H 4.536 2.294 1.537
H 4.015 1.043 0.422

***

No. 6
72
Properties=species:S:1:pos:R:3 method="wB97M-V/def2-TZVPD" e_homo_ev="-7.6 / -7.5" multiplicity=3 charge=0 e_lumo_ev="-3.9 / -3.9" s2=2.0092 homo_lumo_gap_ev="3.63 / 3.53"
Pt -0.256 0.595 1.163
C -6.603 -0.411 -0.887
O -6.784 -1.731 -0.277
O -5.433 0.111 -0.265
C -6.607 -0.503 -2.510
F -6.517 0.821 -2.904
F -5.478 -1.241 -2.996
F -7.716 -0.972 -3.059
C -8.195 -2.310 -0.348
C -8.504 -3.154 0.798
H -8.434 -2.536 1.693
H -9.451 -3.693 0.827
H -7.731 -3.911 0.936
H -8.252 -2.972 -1.212
H -9.014 -1.600 -0.459
H -7.434 0.230 -0.594
B -1.224 0.927 5.745
H -1.788 0.625 6.615
H -1.849 0.959 4.866
H -0.857 1.921 5.948
H -0.387 0.248 5.705
C -1.091 -6.605 0.450
C 0.138 -5.845 0.939
C 1.499 -6.587 0.760
O 2.590 -5.928 1.410
C 3.805 -6.677 1.371
N 0.191 -4.558 0.227
H -2.005 -6.063 0.211
H -1.322 -7.447 1.103
H -0.820 -7.106 -0.480
H -0.024 -5.784 2.015
H 1.682 -6.852 -0.282
H 1.552 -7.532 1.302
H 4.363 -6.538 0.446
H 3.785 -7.684 1.786
H 4.336 -6.083 2.114
H -0.617 -4.729 -0.353
H 0.903 -4.784 -0.452
C 6.162 -0.073 0.001
C 4.738 0.341 -0.375
C 4.355 -0.097 -1.817
O 2.993 0.357 -1.837
C 2.359 0.409 -3.129
N 3.905 -0.217 0.688
H 6.227 -1.161 0.032
H 6.316 0.429 0.956
H 6.935 0.225 -0.707
H 4.723 1.427 -0.291
H 4.360 -1.181 -1.933
H 5.060 0.395 -2.487
H 1.511 1.091 -3.063
H 2.055 -0.600 -3.408
H 3.043 0.769 -3.897
H 3.997 -1.222 0.641
H 4.323 0.107 1.548
C -0.618 7.506 -0.666
C 0.640 6.661 -0.745
C 1.917 7.602 -0.916
O 3.184 6.881 -0.958
C 4.245 7.691 -1.388
N 0.741 5.949 0.512
H -0.511 8.162 -1.531
H -0.702 8.298 0.079
H -1.520 6.894 -0.673
H 0.645 6.028 -1.632
H 1.927 8.411 -0.185
H 1.721 8.197 -1.808
H 4.360 7.280 -2.392
H 5.101 7.556 -0.726
H 3.982 8.746 -1.325
H -0.087 6.088 1.074
H 1.465 6.450 1.006

***

No. 7
66
Properties=species:S:1:pos:R:3 method="wB97M-V/def2-TZVPD" e_above_lowest_ev=0.0000 e_homo_ev=-11.7 charge=+1 e_lumo_ev=-4.6 homo_lumo_gap_ev=7.05
O 5.407 -1.825 0.058
S 4.685 -0.751 -0.889
S 2.682 -1.063 -0.836
H 5.054 -2.720 -0.087
H 4.758 0.305 -0.033
H 2.643 -1.311 0.491
C 4.634 2.537 3.007
C 4.534 2.956 1.553
O 3.453 2.354 0.848
C 2.146 2.617 1.359
C 1.753 4.076 1.400
H 4.667 1.449 3.100
H 5.542 2.948 3.447
H 3.790 2.899 3.594
H 5.433 2.651 1.012
H 4.477 4.046 1.471
H 2.024 2.160 2.346
H 1.479 2.089 0.677
H 2.307 4.664 2.134
H 0.696 4.118 1.665
H 1.885 4.548 0.425
C -2.608 2.074 -1.217
C -1.652 1.438 -0.226
O -1.268 2.283 0.847
C -2.321 2.735 1.687
C -3.073 1.618 2.386
H -2.202 3.017 -1.587
H -2.758 1.402 -2.062
H -3.584 2.277 -0.774
H -0.721 1.183 -0.737
H -2.071 0.503 0.163
H -3.014 3.369 1.125
H -1.833 3.373 2.425
H -3.643 1.005 1.687
H -3.779 2.040 3.102
H -2.382 0.967 2.925
C -2.129 -2.348 -3.880
C -2.223 -0.836 -3.971
O -1.389 -0.143 -3.046
C -0.006 -0.382 -3.169
C 0.588 0.005 -4.512
H -2.313 -2.683 -2.860
H -2.877 -2.801 -4.531
H -1.154 -2.722 -4.194
H -3.232 -0.507 -3.727
H -2.016 -0.502 -4.993
H 0.224 -1.434 -2.942
H 0.445 0.228 -2.380
H 0.222 -0.631 -5.318
H 1.676 -0.094 -4.487
H 0.339 1.038 -4.754
C -1.165 -4.779 2.901
C -2.166 -4.726 1.760
O -2.784 -3.461 1.594
C -1.923 -2.383 1.299
C -1.153 -2.547 -0.002
H -1.623 -4.434 3.828
H -0.823 -5.805 3.044
H -0.285 -4.162 2.707
H -2.989 -5.412 1.957
H -1.696 -5.053 0.825
H -1.234 -2.194 2.133
H -2.578 -1.514 1.230
H -0.429 -3.364 0.054
H -0.611 -1.627 -0.234
H -1.836 -2.759 -0.823

***

It is found that the max |F| values, taken in the order of the records, are 0.0458, 0.0733, 0.0898, 0.1212, 0.0111, 0.0957, 0.0113 hartree/bohr.